(1)
ORCA calculation (ωB97M-V with the def2-TZVPD basis set) on 3 unconnected molecules or ions with the total composition C28H50F7IN8O4P.

Highest occupied orbital energy (Eh): -0.370
Lowest unoccupied orbital energy (eV): -3.8805
Orbital gap (eV): 6.200
Net charge: +1

Cartesian coordinates (Å):
C: -4.5112 3.6638 1.7023
C: -3.3269 3.9251 0.6502
N: -2.3855 2.7633 0.6047
N: -1.7940 2.5863 -0.6340
C: -1.0578 3.6636 -1.3668
C: 0.5302 3.3456 -1.1366
C: 1.0271 3.8016 0.3390
C: 2.5836 3.5186 0.6086
N: 3.1046 2.2779 -0.0176
C: 3.5357 1.9831 -1.3728
C: 4.0226 0.5141 -1.5134
C: 3.8788 -0.1647 -0.1063
C: 3.3063 1.0400 0.7198
C: -1.9024 1.3647 -1.1747
N: -1.3319 0.9777 -2.4762
P: -2.1971 1.4725 -3.9592
N: -3.4362 2.7087 -3.6018
O: -3.1373 0.1625 -4.6041
C: -1.0404 -0.4716 -2.2801
C: -1.7889 -1.0773 -0.9457
C: -0.7842 -1.2056 0.3405
C: -1.5663 -1.5543 1.7178
C: -0.4693 -2.3441 2.6420
I: -2.1631 0.1916 2.8797
C: -2.5240 -2.3888 -1.4736
F: -3.1892 -2.1580 -2.7389
F: -3.5842 -2.8531 -0.6004
C: -1.5818 -3.6679 -1.7160
F: -0.1938 -3.3951 -1.7971
F: -1.9360 -4.2503 -2.9870
C: -1.7701 -4.8624 -0.6489
F: -1.6223 -4.4643 0.7109
F: -2.9524 -5.6357 -0.8778
F: -0.6821 -5.7889 -0.9239
N: -2.5492 0.1508 -0.5801
C: -3.9861 0.2726 -0.9133
O: -4.8420 -0.3144 0.1174
C: -6.1813 -0.5347 -0.3893
C: -7.1929 0.6384 0.1166
H: -5.1811 2.7987 1.3765
H: -4.0008 3.3915 2.7054
H: -5.0546 4.6546 1.8669
H: -3.6887 4.2566 -0.3958
H: -2.7272 4.8346 1.0551
H: -1.7006 2.7706 1.3732
H: -1.2199 3.6768 -2.4943
H: -1.2187 4.7165 -0.9599
H: 1.1339 3.9543 -1.9118
H: 0.7779 2.2355 -1.3516
H: 0.3945 3.2170 1.0919
H: 0.7785 4.9247 0.4822
H: 3.2394 4.4144 0.3215
H: 2.7094 3.3843 1.7509
H: 3.5066 2.7526 -2.2119
H: 4.4380 -0.0564 -2.4050
H: 4.1037 -1.2194 0.2582
H: 3.1158 0.8134 1.8206
H: -3.0456 3.6558 -3.6932
H: -3.8831 2.5472 -2.6865
H: -4.0615 0.2703 -4.2644
H: -0.9248 -1.1463 -3.1920
H: 0.0557 -0.4363 -1.8922
H: -0.3466 -0.1428 0.5020
H: 0.1129 -1.8814 0.1413
H: -2.4583 -2.2675 1.5633
H: -0.9370 -2.8480 3.5522
H: 0.2207 -1.5085 3.0554
H: 0.2032 -3.0396 2.0361
H: -4.2317 1.4109 -0.8642
H: -4.2820 -0.0472 -1.9748
H: -6.2504 -0.7373 -1.5119
H: -6.5670 -1.4978 0.1288
H: -8.2768 0.4578 -0.1904
H: -6.7676 1.6195 -0.2853
H: -7.1707 0.5679 1.2703
C: 7.2851 4.1526 -0.2214
O: 6.2502 4.4224 0.3651
N: 7.6879 2.8983 -0.5723
C: 8.9338 2.6550 -1.2709
C: 6.8396 1.7712 -0.2345
H: 7.9988 4.9358 -0.5232
H: 8.7183 2.1672 -2.2252
H: 9.5626 2.0007 -0.6614
H: 9.4665 3.5886 -1.4591
H: 5.8660 1.9054 -0.7056
H: 6.7034 1.7392 0.8495
H: 7.2872 0.8369 -0.5762
C: 3.1776 -5.8310 3.0081
O: 4.1246 -5.6816 3.7555
N: 1.9814 -6.3919 3.3517
C: 0.8972 -6.5352 2.4021
C: 1.7905 -6.8591 4.7113
H: 3.2175 -5.5105 1.9540
H: 0.0238 -5.9891 2.7695
H: 0.6513 -7.5963 2.3096
H: 1.1753 -6.1450 1.4214
H: 1.9242 -6.0211 5.3999
H: 2.5411 -7.6205 4.9368
H: 0.7918 -7.2802 4.8351

Cartesian forces, eV/Å:
1.13 0.02 0.03
0.03 1.68 0.99
-1.15 0.75 0.12
-0.34 -2.02 -1.64
3.02 0.40 -0.42
0.58 0.67 -0.09
-0.64 -0.37 -0.72
-0.01 0.63 0.87
1.56 -4.50 -0.72
0.72 -3.11 0.11
-1.73 1.73 3.52
-1.83 6.53 -1.25
1.24 -3.21 -1.51
0.22 -2.16 -1.30
-2.28 -0.12 3.45
-0.70 0.57 -3.57
1.21 -1.95 1.09
0.02 2.16 2.55
4.22 -1.16 1.10
1.15 1.55 -1.05
-0.55 0.66 -0.10
1.56 -2.39 -0.23
0.32 1.56 0.30
0.00 -0.80 -0.39
-2.48 -0.12 -0.18
1.48 -0.09 2.99
2.42 1.02 -1.74
0.60 -1.55 -1.93
-3.01 -0.02 0.36
0.87 1.42 3.19
0.93 -3.20 0.37
-0.75 -0.96 -3.72
3.21 2.77 1.07
-2.85 2.57 0.93
-1.51 1.74 -0.43
-1.74 1.76 0.98
0.74 0.18 -2.42
-2.25 -0.80 1.13
1.12 -0.90 0.18
0.82 1.33 0.49
-0.96 0.33 -1.59
0.49 -1.55 -0.34
0.49 -0.99 1.57
-1.08 -1.22 -0.73
-0.30 -0.03 -0.72
-0.19 -0.28 1.76
-0.42 -1.73 -0.28
-1.05 -0.90 1.11
-0.56 1.80 0.46
0.98 0.73 -0.80
0.59 -1.82 -0.19
-0.94 -1.42 0.18
-0.08 0.21 -1.95
0.05 -1.13 1.57
-0.74 1.42 1.12
-0.34 1.88 -0.58
0.02 1.34 -1.61
-0.35 -0.65 0.08
-0.04 0.62 -0.59
0.75 -0.42 -0.56
-0.96 1.30 0.98
-1.52 -0.17 -0.81
-0.62 -1.70 -0.56
-1.44 0.63 0.31
1.22 1.59 0.15
0.54 0.57 -1.43
-0.95 -1.51 -0.60
-1.24 0.71 0.80
0.60 -1.55 -0.19
0.56 -0.19 1.49
0.42 0.51 1.39
0.86 1.45 -0.93
1.62 0.29 0.09
-0.97 -1.08 0.78
0.09 0.52 -1.88
0.18 -0.58 -0.17
-0.03 -0.23 -0.10
-0.04 0.98 0.14
-0.18 -0.13 0.11
-0.14 0.27 0.23
0.06 -0.05 -0.03
0.20 0.01 0.00
0.11 0.03 -0.17
-0.11 -0.06 0.06
0.15 -0.16 0.17
-0.07 -0.15 -0.08
0.02 0.16 0.00
-0.24 -0.18 0.27
-0.36 -0.09 -0.05
0.52 0.42 -0.46
0.08 -0.12 0.31
0.30 0.08 0.07
-0.11 -0.03 -0.08
-0.10 -0.08 -0.16
-0.18 0.10 -0.17
0.07 -0.04 0.12
-0.02 -0.17 0.09
-0.11 0.05 0.15
0.10 0.07 -0.12

---

(2)
ORCA calculation (ωB97M-V with the def2-TZVPD basis set) on 40 unconnected molecules or ions with the total composition H80O40.

Highest occupied orbital energy (Eh): -0.358
Lowest unoccupied orbital energy (eV): -0.4809
Orbital gap (eV): 9.274
Energy relative to the best compared isomer or geometry (same formula, charge and spin) (eV): 9.914

Cartesian coordinates (Å):
H: -0.3594 2.0039 1.1719
H: -0.0910 0.5888 0.7041
O: -0.1213 1.5233 0.3902
H: -0.1723 -4.0513 4.6838
H: -1.5914 -3.4574 4.4690
O: -0.6703 -3.2866 4.2496
H: -0.4958 3.1726 -5.1070
H: -0.3292 4.4298 -4.4904
O: 0.2677 3.7096 -4.8110
H: 2.8989 -1.2904 3.1540
H: 2.1648 -0.2315 2.4157
O: 3.0278 -0.5195 2.5316
H: -4.4849 1.1265 -2.8413
H: -2.9740 1.2767 -2.2736
O: -3.5303 1.2304 -3.0758
H: 3.2205 -3.4463 3.4215
O: 2.4920 -2.9067 3.6170
H: 3.3089 1.4780 -0.5935
O: 3.2566 0.7236 -0.0335
H: 1.3094 -0.6252 -2.5060
H: 1.5984 0.0671 -1.1807
O: 1.6734 0.1923 -2.1235
H: -1.4901 1.2488 6.2879
H: -1.7547 1.3585 4.7911
O: -1.0915 1.5462 5.4592
H: 4.3854 0.4229 3.0847
H: 4.3780 0.9742 4.6952
O: 4.7070 1.0559 3.7513
H: -2.9012 -1.4937 0.8845
H: -1.8957 -1.7492 2.0860
O: -1.9208 -1.5552 1.1553
H: -1.6049 6.4872 -1.0231
O: -1.3274 5.5518 -1.3492
H: 1.2877 1.6342 -5.5267
H: 1.4608 0.5804 -6.6765
O: 1.4468 0.7007 -5.6943
H: 0.0988 3.4889 4.5432
H: 1.2065 4.4627 4.7215
O: 0.1846 4.4739 4.6107
H: -1.1090 1.2114 -1.1829
H: -0.0083 1.1087 -2.4769
O: -0.9413 1.1129 -2.1342
H: -0.6133 -4.2271 1.7255
H: -0.6287 -5.5444 0.7129
O: -0.8942 -5.1621 1.5571
H: -4.7935 -3.5470 2.0667
H: -4.5311 -2.6845 3.1703
O: -4.2005 -2.8126 2.2522
H: -2.9396 -3.2720 -0.2850
H: -3.6255 -4.2515 -1.3047
O: -2.8868 -3.7176 -1.1055
H: -2.2802 0.7574 -5.3530
O: -2.1582 1.4868 -5.9581
H: -1.2199 -3.4750 -1.4497
H: -0.5893 -3.5443 -2.8927
O: -0.3325 -3.5001 -1.9607
H: -5.3320 -1.1102 -0.0119
O: -5.3975 -1.8128 -0.6580
H: 3.6665 2.6415 3.4931
H: 3.5516 3.0441 4.9855
O: 3.3127 3.2759 4.1130
H: 5.0928 3.0671 -0.4168
H: 4.6693 2.6547 -1.7972
O: 4.5337 3.3849 -1.1251
H: 3.0829 0.4610 -3.2639
H: 4.2941 0.0832 -4.1756
O: 4.0292 0.1234 -3.2543
H: -1.0557 -0.4539 3.1220
H: -0.4420 -0.6279 4.4658
O: -1.3529 -0.4732 4.0721
H: -0.0345 3.4721 -2.1187
H: 1.0707 3.6736 -3.1962
O: 0.8462 3.9117 -2.2022
H: 0.7715 4.7096 0.6098
H: 0.7301 3.4365 -0.1310
O: 0.7522 3.7339 0.7626
H: -0.2053 -4.9471 -1.2076
H: 0.3776 -6.5516 -1.2712
O: 0.0420 -5.7953 -0.7270
H: 0.1627 0.1346 -4.9888
H: -0.5749 0.0464 -3.6033
O: -0.1976 -0.5014 -4.2744
H: -3.2886 0.7565 0.7307
H: -2.7831 -0.4838 -0.2247
O: -3.5055 0.0923 -0.0492
H: -0.1406 -1.9291 1.1773
H: 0.8600 -0.9866 0.4070
O: 0.4495 -1.0104 1.2473
H: -1.9485 -1.5223 -3.8210
O: -2.6111 -2.1923 -3.4858
H: 6.0013 -1.8990 3.1522
H: 5.2060 -1.9843 1.8379
O: 5.8679 -2.4768 2.3782
H: -3.0418 1.8789 -5.8796
H: 1.6988 -3.2113 3.9459
H: -5.8713 -1.4682 -1.4234
H: 3.3840 1.1528 0.8737
H: -0.4747 5.5148 -0.9562
H: -2.2471 -2.4589 -2.6464
O: 2.3021 -3.2089 -0.6884
H: 1.4918 -3.5635 -0.2590
H: 2.3468 -2.3393 -0.3076
O: 2.8397 2.7106 1.8439
H: 3.2755 3.2281 1.0891
H: 2.0475 3.1830 2.0897
O: -4.3707 -4.7420 0.7047
H: -4.8337 -4.6619 -0.1696
H: -3.7041 -5.3821 0.5223
O: 5.6403 0.4604 -1.1882
H: 5.1378 -0.1437 -0.6599
H: 5.1491 0.2796 -2.0718
O: -1.5803 6.2013 2.4667
H: -1.2640 6.5051 1.6390
H: -0.8870 5.4141 2.4513
O: -4.9770 -3.3004 -3.0034
H: -4.1906 -2.9382 -3.3376
H: -5.0938 -2.7660 -2.2177
O: -3.0258 1.7933 1.5567
H: -2.7883 2.4530 0.8734
H: -2.9813 2.4264 2.2469

Cartesian forces, eV/Å:
0.01 0.63 0.57
-0.12 0.51 -0.12
-0.40 -1.68 -0.29
-1.25 1.36 -0.93
-0.09 0.02 -0.05
1.46 -1.54 0.88
0.60 -0.75 -0.28
1.29 0.00 0.04
-2.13 0.48 -0.25
0.20 0.62 -0.88
-2.54 1.08 -0.74
2.30 -2.00 1.14
1.53 0.09 0.16
-0.75 -0.25 -0.56
-0.99 0.10 -0.02
0.88 -1.87 -0.13
1.23 3.46 -0.66
0.12 0.98 -1.00
-0.28 -0.43 2.72
0.12 0.15 -0.23
0.58 0.45 0.66
-0.90 -0.45 -0.87
0.11 0.20 -0.17
0.09 -0.34 0.02
0.09 0.87 0.79
-0.85 -0.13 1.13
0.27 -0.69 -2.38
1.07 0.69 1.52
1.68 -0.46 1.53
-0.66 -0.43 0.75
-1.93 -0.32 -1.39
0.24 -2.40 -1.07
-1.89 2.96 0.80
0.17 0.41 -0.26
-0.02 0.34 1.19
0.49 0.10 -1.60
-0.51 1.00 0.28
-2.25 0.50 -0.37
2.84 -1.65 -0.06
1.47 0.07 -0.08
-0.64 0.27 2.04
-0.48 0.10 -1.48
-0.24 -1.62 -0.68
0.69 0.36 -0.51
-0.70 1.33 1.90
0.38 -0.44 -1.10
0.77 0.72 -0.56
-1.04 0.40 2.20
-0.82 0.19 1.56
-1.07 -0.34 -0.45
2.76 0.71 -1.48
0.35 -0.59 0.49
-0.46 0.52 -0.08
1.36 -0.20 -1.34
0.06 -0.02 0.08
-1.60 0.39 1.13
0.29 0.44 0.02
-0.48 -0.77 -0.27
0.38 -0.53 -0.16
0.61 -0.43 1.24
-1.27 1.83 0.22
0.48 -0.13 0.28
-0.13 1.14 1.02
-0.21 -1.18 -1.20
1.53 -0.74 0.43
0.13 -0.05 -0.16
-1.46 0.65 -0.86
-0.72 0.17 0.98
-1.77 0.29 -0.09
2.24 -0.94 -1.75
0.78 0.41 -0.17
-0.60 0.71 2.83
-0.26 -1.27 -2.11
0.20 -0.97 0.56
0.31 -1.00 -1.32
-0.63 3.12 0.76
0.89 -1.46 -0.53
-0.60 1.64 0.39
0.19 -0.73 -0.51
-0.42 -1.56 1.32
-0.82 0.47 0.71
0.15 0.00 -1.50
-0.41 -2.62 -1.97
1.02 0.17 -0.56
-1.25 1.73 0.73
2.04 3.78 0.11
1.06 -0.06 -1.35
-2.02 -3.60 1.21
-0.92 -0.90 0.16
1.35 1.29 -1.05
0.01 -0.28 -0.49
0.71 -0.49 0.49
-0.89 0.82 0.05
0.32 0.25 -0.21
-2.04 -1.79 0.87
-0.12 0.42 0.35
-0.61 -0.97 -1.50
1.49 -0.49 0.09
-0.19 -0.08 0.54
-1.00 -0.65 0.48
0.82 -0.09 -0.66
0.56 0.73 0.24
2.11 0.18 -2.15
-1.34 -0.85 1.58
-0.20 0.29 -0.23
-1.99 -0.01 -1.43
0.01 -0.07 1.53
1.10 -0.88 0.23
-0.08 -0.06 -2.45
-0.38 -0.28 0.97
1.15 0.62 1.64
2.32 -3.36 0.43
-0.17 1.46 -1.57
-2.15 1.84 1.28
-2.18 -1.17 0.79
1.97 0.81 -1.24
-0.01 -0.18 0.29
0.91 2.34 -0.56
-0.07 -0.77 -0.52
-0.37 0.35 2.23

---

(3)
ORCA calculation (ωB97M-V with the def2-TZVPD basis set) on a molecular structure, C6H14NiO4.

Highest occupied orbital energy (spin up / spin down) (Eh): -0.251 / -0.272
Lowest unoccupied orbital energy (spin up / spin down) (eV): 0.5649 / 0.5111
Orbital gap (spin up / spin down) (eV): 7.405 / 7.909
Energy relative to the best compared isomer or geometry (same formula, charge and spin) (eV): 3.104
Expectation value of S²: 2.011
Multiplicity: 3

Cartesian coordinates (Å):
O: -0.3915 -2.5390 1.3347
Ni: -0.1772 -0.7005 1.0851
C: -0.1265 -1.4285 -2.1183
O: -0.2520 -1.5679 -0.7234
C: 0.2857 -2.7645 -0.0946
C: 1.9990 -0.2891 0.6967
O: 1.9204 1.0713 1.1207
C: 1.0012 2.0677 1.4020
C: -0.2187 2.1666 0.5095
O: -1.0566 1.0304 0.7067
C: -2.3140 1.0877 0.0533
H: 0.1078 -0.3837 -2.3535
H: 0.6958 -2.0144 -2.5551
H: -1.0979 -1.6913 -2.5607
H: 1.2191 -3.0489 -0.6204
H: -0.3258 -3.6233 -0.4365
H: 2.8333 -0.7413 1.2682
H: 2.3075 -0.2585 -0.3613
H: 1.5231 3.0349 1.3328
H: 0.6947 1.9707 2.4583
H: -0.7895 3.0720 0.7696
H: 0.0630 2.2449 -0.5531
H: -2.9247 0.2496 0.4070
H: -2.7896 2.0550 0.2678
H: -2.1867 1.0002 -1.0356

Cartesian forces, eV/Å:
3.46 -0.95 -2.95
1.67 -0.49 -0.10
-0.08 0.38 -0.30
0.34 -0.57 -0.53
-4.92 -0.99 1.08
-2.15 0.15 0.49
2.42 1.94 0.12
-0.28 -0.79 0.19
-0.02 0.46 -0.22
0.01 0.47 0.32
-0.17 0.09 -0.43
-0.15 -0.08 0.11
-0.29 -0.14 0.28
0.39 -0.08 -0.23
0.97 0.99 1.88
-0.13 0.28 0.05
-0.67 0.11 -0.09
-0.31 -0.30 0.07
-0.03 -0.25 -0.09
-0.36 0.09 -0.11
0.10 -0.16 0.02
0.00 -0.16 0.19
0.17 0.29 -0.01
-0.01 -0.30 0.06
0.01 -0.01 0.19

---

(4)
ORCA calculation (ωB97M-V with the def2-TZVPD basis set) on a molecular structure, C6H9N2O3.

Highest occupied orbital energy (spin up / spin down) (Eh): -0.476 / -0.476
Lowest unoccupied orbital energy (spin up / spin down) (eV): -6.4159 / -6.4144
Orbital gap (spin up / spin down) (eV): 6.535 / 6.537
Energy relative to the best compared isomer or geometry (same formula, charge and spin) (eV): 5.509
Net charge: +1

Cartesian coordinates (Å):
C: -0.0069 0.3021 1.3312
C: -1.0253 -0.1447 0.3638
C: 1.2048 -0.2890 1.4112
C: -1.6347 0.7037 -0.5741
C: 3.4391 -0.5044 1.8375
C: -2.7929 0.8738 -2.6133
N: 1.2450 -1.2433 0.4125
N: 0.3410 -1.2707 -0.3625
O: 0.0171 -1.8364 -1.3216
O: 2.1709 -0.0498 2.2704
O: -2.6103 0.2942 -1.3295
H: -0.5558 1.1048 1.9609
H: -1.6960 -0.9167 0.7675
H: -1.1469 1.6385 -0.7873
H: 3.3889 -1.4009 1.3122
H: 4.1519 -0.6358 2.7853
H: 3.9472 0.3376 1.3199
H: -3.8620 0.9943 -2.6931
H: -2.3915 0.3154 -3.4686
H: -2.1836 1.7272 -2.6224

Cartesian forces, eV/Å:
-2.56 3.45 2.25
0.93 -1.35 1.30
-3.02 1.88 0.46
0.23 -1.01 -1.37
3.59 2.13 3.01
-0.48 0.06 -0.77
2.62 -1.30 -0.11
-1.87 0.77 -0.29
-0.22 -1.44 -1.82
-0.71 -0.70 -0.38
1.72 -1.14 1.72
2.18 -1.20 -0.35
0.21 -0.17 -0.43
-0.05 0.63 -0.35
0.00 -1.39 -1.00
-1.97 0.03 -1.84
-0.45 -0.75 -0.27
-0.07 0.46 -0.36
-0.23 -0.86 0.74
0.14 1.90 -0.16

---

(5)
ORCA calculation (ωB97M-V with the def2-TZVPD basis set) on 2 unconnected molecules or ions with the total composition CBrO3.

Highest occupied orbital energy (Eh): -0.101
Lowest unoccupied orbital energy (eV): 3.7468
Orbital gap (eV): 6.488
Energy relative to the best compared isomer or geometry (same formula, charge and spin) (eV): 0.873
Net charge: -1

Cartesian coordinates (Å):
C: -1.0127 0.5005 -0.0545
O: -1.2282 1.6109 0.1311
O: -1.0302 -0.6381 -0.2648
O: 1.4407 -1.5737 0.2742
Br: 1.8305 0.1004 -0.0861

Cartesian forces, eV/Å:
-0.27 -2.53 -0.56
-0.06 2.50 0.48
-0.28 0.04 -0.01
0.18 -0.69 0.18
0.42 0.68 -0.08

---

(6)
ORCA calculation (ωB97M-V with the def2-TZVPD basis set) on a molecular structure, C2H3O2PY.

Highest occupied orbital energy (Eh): -0.861
Lowest unoccupied orbital energy (eV): -16.3090
Orbital gap (eV): 7.112
Net charge: +3

Cartesian coordinates (Å):
H: -1.6368 -0.5223 -0.5824
O: 0.9727 1.2320 -1.0088
C: 0.5291 0.0538 -0.9719
H: 0.7643 -0.6861 -1.7565
C: -0.6588 -0.2767 -0.1589
O: -0.6215 0.3749 1.0420
Y: 0.6754 2.7969 0.5000
P: 0.4815 -1.0141 1.2754
H: -0.5059 -1.9584 1.6610

Cartesian forces, eV/Å:
0.27 -0.92 0.12
0.91 2.25 2.48
-3.46 -1.68 -1.76
0.62 0.41 0.15
2.26 -0.32 -0.38
0.59 2.57 0.95
-0.27 -2.20 -1.10
-0.91 -0.13 -0.42
-0.01 0.03 -0.04

---

| no. | energy (hartree) |
| --- | --- |
| 1 | -3173.454704 |
| 2 | -3057.393016 |
| 3 | -2046.037774 |
| 4 | -568.746585 |
| 5 | -2837.849310 |
| 6 | -606.805828 |